Entry 1:
{
  "formula": "C37H102Br2N8O8",
  "method": "the ωB97M-V functional and the def2-TZVPD basis",
  "total_charge": 6,
  "total_energy_ev": -208339.8867,
  "homo_lumo_gap_ev": 2.4,
  "homo_ev": -18.4,
  "symbols": ["C", "C", "C", "C", "C", "C", "N", "O", "C", "C", "C", "H", "H", "H", "H", "H", "H", "H", "H", "H", "H", "H", "H", "H", "H", "H", "H", "H", "H", "C", "C", "C", "O", "C", "N", "H", "H", "H", "H", "H", "H", "H", "H", "H", "H", "H", "H", "C", "C", "C", "O", "C", "N", "H", "H", "H", "H", "H", "H", "H", "H", "H", "H", "H", "H", "C", "C", "C", "O", "C", "N", "H", "H", "H", "H", "H", "H", "H", "H", "H", "H", "H", "H", "C", "C", "C", "O", "C", "N", "H", "H", "H", "H", "H", "H", "H", "H", "H", "H", "H", "H", "C", "C", "C", "O", "C", "N", "H", "H", "H", "H", "H", "H", "H", "H", "H", "H", "H", "H", "C", "C", "C", "O", "C", "N", "H", "H", "H", "H", "H", "H", "H", "H", "H", "H", "H", "H", "C", "C", "C", "O", "C", "N", "H", "H", "H", "H", "H", "H", "H", "H", "H", "H", "H", "H", "Br", "Br"],
  "coordinates": [[9.91, 12.43, 14.16], [11.16, 11.83, 13.61], [11.11, 12.03, 12.05], [12.46, 11.90, 11.40], [13.50, 12.85, 11.99], [13.59, 12.82, 13.52], [12.28, 12.75, 14.16], [12.34, 12.92, 15.52], [14.21, 14.17, 13.96], [14.42, 11.58, 13.87], [11.42, 10.30, 14.03], [9.64, 12.09, 15.16], [9.14, 12.00, 13.51], [9.86, 13.51, 14.29], [10.66, 12.98, 11.75], [10.45, 11.29, 11.59], [12.40, 12.08, 10.33], [12.90, 10.90, 11.39], [13.22, 13.83, 11.62], [14.48, 12.65, 11.55], [14.68, 13.95, 14.92], [13.52, 14.99, 14.14], [14.96, 14.52, 13.26], [13.97, 10.64, 13.56], [14.43, 11.43, 14.95], [15.44, 11.77, 13.52], [12.07, 9.69, 13.40], [10.47, 9.77, 13.95], [11.81, 10.21, 15.05], [17.44, 13.18, 10.26], [18.56, 14.07, 9.70], [18.10, 15.29, 8.93], [19.16, 15.80, 8.14], [18.82, 16.68, 7.02], [19.46, 14.55, 10.87], [20.01, 13.84, 11.31], [20.02, 15.30, 10.50], [18.84, 14.85, 11.61], [17.70, 12.17, 10.61], [16.82, 12.89, 9.41], [16.77, 13.74, 10.91], [19.32, 13.44, 9.23], [17.65, 16.05, 9.58], [17.24, 15.04, 8.30], [18.08, 16.09, 6.48], [19.72, 16.86, 6.44], [18.42, 17.65, 7.32], [14.44, 18.00, 15.08], [13.67, 19.12, 15.91], [12.76, 19.98, 15.12], [11.86, 20.71, 15.83], [10.81, 21.28, 15.08], [12.84, 18.38, 17.04], [13.40, 18.13, 17.84], [12.04, 18.97, 17.23], [12.43, 17.56, 16.61], [14.84, 18.27, 14.10], [13.75, 17.19, 14.86], [15.25, 17.60, 15.69], [14.34, 19.82, 16.40], [12.24, 19.30, 14.45], [13.38, 20.65, 14.53], [11.22, 22.01, 14.38], [10.09, 21.76, 15.74], [10.21, 20.54, 14.54], [17.31, 15.75, 17.23], [18.56, 16.63, 17.59], [19.85, 16.19, 16.84], [21.01, 16.75, 17.34], [21.44, 16.17, 18.58], [18.26, 18.09, 17.11], [19.01, 18.76, 17.23], [17.96, 18.12, 16.14], [17.48, 18.54, 17.56], [16.48, 15.87, 17.93], [17.51, 14.68, 17.33], [16.88, 15.80, 16.23], [18.67, 16.61, 18.67], [19.84, 16.47, 15.79], [19.96, 15.11, 16.79], [20.66, 16.37, 19.32], [22.19, 16.83, 19.03], [21.64, 15.10, 18.49], [26.57, 14.97, 12.27], [25.30, 14.96, 11.40], [24.05, 14.30, 12.03], [23.78, 14.81, 13.35], [22.54, 14.54, 13.86], [25.03, 16.44, 11.13], [25.48, 16.78, 10.29], [24.06, 16.66, 11.00], [25.35, 17.02, 11.89], [27.42, 15.27, 11.66], [26.87, 14.03, 12.73], [26.67, 15.78, 12.99], [25.42, 14.50, 10.42], [24.23, 13.23, 12.08], [23.20, 14.51, 11.38], [21.79, 15.19, 13.41], [22.59, 14.75, 14.93], [22.18, 13.51, 13.79], [16.51, 19.06, 9.97], [18.09, 19.22, 10.05], [18.71, 20.43, 9.31], [18.73, 21.60, 10.11], [19.01, 22.75, 9.37], [18.60, 19.22, 11.50], [19.55, 18.86, 11.45], [18.52, 20.09, 12.00], [18.07, 18.61, 12.10], [16.11, 19.17, 8.97], [15.99, 19.71, 10.67], [16.26, 18.07, 10.34], [18.55, 18.30, 9.70], [18.37, 20.70, 8.31], [19.75, 20.14, 9.14], [19.85, 22.59, 8.68], [19.25, 23.54, 10.08], [18.07, 23.02, 8.90], [13.10, 16.87, 11.52], [12.22, 18.20, 11.20], [11.88, 18.59, 9.69], [13.10, 19.04, 9.09], [12.92, 19.51, 7.76], [10.88, 18.10, 11.93], [11.02, 17.62, 12.81], [10.38, 18.97, 12.01], [10.22, 17.52, 11.42], [13.30, 16.74, 12.59], [14.09, 16.97, 11.08], [12.73, 15.94, 11.10], [12.84, 19.06, 11.48], [11.18, 19.42, 9.60], [11.41, 17.85, 9.04], [12.38, 18.86, 7.08], [13.88, 19.64, 7.25], [12.48, 20.51, 7.80], [17.75, 9.67, 17.83], [16.76, 9.80, 16.70], [17.34, 10.37, 15.39], [17.84, 11.65, 15.58], [18.31, 12.13, 14.37], [16.10, 8.41, 16.57], [16.78, 7.85, 16.08], [15.91, 7.95, 17.45], [15.27, 8.45, 15.98], [18.71, 9.20, 17.64], [17.38, 9.35, 18.80], [18.04, 10.66, 18.19], [15.98, 10.47, 17.06], [16.52, 10.31, 14.67], [18.19, 9.72, 15.19], [18.85, 13.05, 14.59], [17.52, 12.36, 13.66], [18.99, 11.44, 13.86], [16.81, 20.55, 14.43], [17.53, 16.11, 13.22]]
}



Entry 2:
{
  "formula": "C30H33N4O2",
  "method": "the ωB97M-V functional and the def2-TZVPD basis",
  "total_charge": 1,
  "total_energy_ev": -41691.9206,
  "homo_lumo_gap_ev": 5.6,
  "homo_ev": -10.4,
  "symbols": ["C", "O", "C", "C", "C", "C", "C", "C", "C", "C", "C", "C", "C", "O", "C", "C", "C", "C", "C", "H", "H", "H", "H", "H", "H", "H", "H", "H", "H", "H", "H", "H", "H", "H", "H", "H", "C", "C", "C", "C", "C", "C", "N", "C", "C", "C", "C", "C", "N", "N", "N", "C", "C", "H", "H", "H", "H", "H", "H", "H", "H", "H", "H", "H", "H", "H", "H", "H", "H"],
  "coordinates": [[6.71, 0.82, -3.20], [5.45, 1.51, -3.34], [4.47, 1.28, -2.43], [3.26, 2.02, -2.60], [2.23, 1.85, -1.71], [2.32, 0.95, -0.61], [1.20, 0.78, 0.27], [1.18, -0.17, 1.28], [0.25, -0.27, 2.33], [0.63, -1.04, 3.51], [0.24, -0.66, 4.82], [0.52, -1.46, 5.90], [1.20, -2.70, 5.71], [1.38, -3.47, 6.81], [1.99, -4.77, 6.67], [1.64, -3.07, 4.42], [1.35, -2.25, 3.35], [3.55, 0.26, -0.44], [4.59, 0.38, -1.35], [7.31, 1.19, -4.03], [7.21, 1.06, -2.25], [6.58, -0.27, -3.28], [3.20, 2.71, -3.44], [1.29, 2.40, -1.85], [0.35, 1.45, 0.13], [1.97, -0.93, 1.25], [-0.54, 0.46, 2.48], [-0.30, 0.28, 4.95], [0.24, -1.17, 6.91], [1.95, -5.18, 7.68], [1.43, -5.41, 5.97], [3.04, -4.68, 6.33], [2.20, -4.00, 4.26], [1.64, -2.59, 2.35], [3.70, -0.42, 0.40], [5.52, -0.19, -1.22], [-2.25, 3.62, -6.87], [-3.27, 2.71, -6.55], [-3.42, 2.26, -5.24], [-2.53, 2.70, -4.22], [-2.60, 2.23, -2.85], [-3.62, 1.60, -2.15], [-3.11, 1.37, -0.91], [-3.74, 0.67, 0.20], [-3.09, -0.68, 0.49], [-4.01, -1.65, 1.24], [-3.04, -2.71, 1.78], [-1.67, -2.00, 1.81], [-1.87, -0.65, 1.30], [-1.82, 1.82, -0.85], [-1.53, 2.35, -2.00], [-1.49, 3.59, -4.57], [-1.36, 4.06, -5.87], [-2.14, 3.98, -7.89], [-3.95, 2.35, -7.33], [-4.21, 1.56, -4.97], [-4.60, 1.34, -2.48], [-3.73, 1.31, 1.10], [-4.77, 0.50, -0.11], [-2.82, -1.12, -0.49], [-4.48, -1.10, 2.05], [-4.78, -2.03, 0.57], [-3.32, -3.05, 2.78], [-2.99, -3.56, 1.09], [-1.38, -1.97, 2.86], [-0.89, -2.58, 1.27], [-1.13, -0.31, 0.68], [-0.81, 3.91, -3.78], [-0.57, 4.78, -6.11]]
}



Entry 3:
{
  "formula": "C4H11NO3",
  "method": "the ωB97M-V functional and the def2-TZVPD basis",
  "total_charge": 0,
  "total_energy_ev": -11955.0406,
  "homo_lumo_gap_ev": [8.1, 8.1],
  "homo_ev": [-7.5, -7.5],
  "symbols": ["C", "C", "C", "C", "N", "O", "O", "O", "H", "H", "H", "H", "H", "H", "H", "H", "H", "H", "H"],
  "coordinates": [[0.71, 0.71, 0.78], [-1.06, 0.49, -0.75], [0.47, -0.54, 0.20], [-0.24, -1.63, 0.94], [-1.05, -0.20, -2.00], [1.43, 1.63, 0.10], [-1.08, 1.85, -0.99], [2.01, -0.34, 1.80], [1.14, 2.52, 0.36], [-0.38, 2.04, -1.63], [2.85, -0.14, 1.37], [0.07, 1.05, 1.60], [-1.89, 0.27, -0.07], [1.13, -0.81, -0.62], [-1.03, -1.21, -1.90], [-1.84, 0.06, -2.59], [-0.88, -2.22, 0.27], [0.50, -2.29, 1.38], [-0.86, -1.24, 1.74]]
}



Entry 4:
{
  "formula": "C39H49AsFeN8OP2",
  "method": "the ωB97M-V functional and the def2-TZVPD basis",
  "total_charge": 3,
  "total_energy_ev": -168988.0484,
  "spin_multiplicity": 6,
  "homo_lumo_gap_ev": [7.0, 6.1],
  "homo_ev": [-15.8, -15.8],
  "symbols": ["Fe", "C", "C", "N", "C", "C", "N", "C", "C", "C", "C", "C", "N", "C", "C", "N", "C", "C", "N", "C", "C", "C", "N", "C", "C", "H", "H", "H", "H", "H", "H", "H", "H", "H", "H", "H", "H", "C", "P", "C", "N", "C", "C", "C", "C", "C", "C", "N", "C", "P", "C", "C", "C", "C", "C", "C", "C", "C", "C", "H", "H", "H", "H", "H", "H", "H", "H", "H", "H", "H", "H", "H", "H", "H", "H", "H", "H", "H", "H", "H", "H", "H", "H", "H", "H", "H", "H", "C", "As", "C", "C", "O", "H", "H", "H", "H", "H", "H", "H", "H", "H"],
  "coordinates": [[-0.04, 0.28, 0.37], [3.22, 1.41, 3.13], [2.48, 1.23, 1.97], [1.51, 0.32, 1.91], [1.30, -0.43, 3.00], [2.05, -0.23, 4.15], [3.00, 0.69, 4.22], [0.22, -1.43, 2.87], [-0.08, -2.37, 3.84], [-1.14, -3.26, 3.64], [-1.86, -3.15, 2.45], [-1.49, -2.19, 1.52], [-0.47, -1.35, 1.72], [-2.11, -2.05, 0.18], [-3.19, -2.82, -0.24], [-3.66, -2.76, -1.48], [-3.04, -1.95, -2.31], [-1.98, -1.14, -1.90], [-1.53, -1.16, -0.65], [-1.47, -4.29, 4.64], [-0.46, -4.93, 5.36], [-0.83, -5.89, 6.29], [-2.09, -6.23, 6.55], [-3.04, -5.61, 5.86], [-2.79, -4.65, 4.89], [4.00, 2.16, 3.18], [2.67, 1.82, 1.09], [1.89, -0.83, 5.04], [0.50, -2.43, 4.75], [-2.66, -3.84, 2.24], [-3.68, -3.52, 0.43], [-3.39, -1.92, -3.34], [-1.49, -0.50, -2.61], [0.58, -4.72, 5.19], [-0.07, -6.42, 6.85], [-4.06, -5.89, 6.09], [-3.62, -4.17, 4.38], [1.63, -2.17, -1.27], [1.87, -0.35, -1.31], [1.13, 0.17, -2.91], [1.56, -0.46, -3.98], [1.06, -0.07, -5.18], [1.52, -0.69, -6.36], [1.01, -0.28, -7.56], [0.03, 0.74, -7.64], [-0.45, 1.34, -6.51], [0.06, 0.95, -5.25], [-0.41, 1.53, -4.13], [0.14, 1.17, -2.99], [-0.56, 1.95, -1.49], [-2.31, 2.24, -1.88], [0.18, 3.65, -1.36], [-0.62, 4.46, -0.34], [0.15, 4.34, -2.72], [1.63, 3.52, -0.89], [3.74, -0.17, -1.44], [4.10, 1.21, -1.98], [4.29, -1.26, -2.38], [4.36, -0.37, -0.05], [2.30, -2.61, -0.53], [1.87, -2.57, -2.25], [0.61, -2.44, -1.01], [2.27, -1.46, -6.29], [1.36, -0.74, -8.48], [-0.35, 1.04, -8.61], [-1.19, 2.13, -6.55], [-2.36, 2.91, -2.74], [-2.81, 2.70, -1.03], [-2.83, 1.32, -2.14], [-1.61, 4.71, -0.71], [-0.10, 5.39, -0.14], [-0.71, 3.92, 0.60], [-0.85, 4.43, -3.13], [0.78, 3.83, -3.46], [0.54, 5.35, -2.60], [1.69, 3.04, 0.08], [2.07, 4.51, -0.79], [2.23, 2.96, -1.61], [3.71, 1.37, -2.99], [5.19, 1.29, -2.03], [3.75, 2.01, -1.33], [3.82, -1.25, -3.36], [4.21, -2.25, -1.95], [5.36, -1.05, -2.50], [4.22, 0.50, 0.59], [5.44, -0.51, -0.17], [3.98, -1.26, 0.46], [-2.41, 3.55, 3.07], [-2.45, 1.74, 2.49], [-4.03, 1.38, 1.48], [-2.42, 0.62, 4.03], [-1.07, 1.39, 1.53], [-3.27, 3.70, 3.72], [-2.49, 4.23, 2.22], [-1.50, 3.74, 3.62], [-4.79, 0.98, 2.14], [-3.80, 0.64, 0.71], [-4.40, 2.30, 1.02], [-3.28, 0.88, 4.65], [-1.50, 0.80, 4.59], [-2.49, -0.43, 3.74]]
}



Entry 5:
{
  "formula": "C31H47ClN6O5ReS2Si4",
  "method": "the ωB97M-V functional and the def2-TZVPD basis",
  "total_charge": 0,
  "total_energy_ev": -119923.1793,
  "spin_multiplicity": 2,
  "homo_lumo_gap_ev": [6.4, 6.1],
  "homo_ev": [-7.9, -7.8],
  "symbols": ["Re", "C", "S", "C", "S", "N", "N", "C", "C", "C", "C", "C", "C", "N", "H", "H", "H", "H", "H", "H", "H", "H", "N", "C", "O", "C", "C", "C", "C", "N", "C", "H", "H", "H", "H", "H", "H", "Cl", "C", "H", "H", "C", "Si", "C", "C", "Si", "Si", "C", "C", "C", "Si", "C", "C", "C", "H", "H", "H", "H", "H", "H", "H", "H", "H", "H", "H", "H", "H", "H", "H", "H", "H", "H", "H", "H", "H", "H", "H", "H", "H", "H", "H", "O", "C", "O", "C", "C", "C", "C", "C", "C", "N", "O", "O", "H", "H", "H", "H"],
  "coordinates": [[-0.08, -0.14, 0.30], [-0.27, -1.46, 5.39], [-1.47, -2.31, 4.34], [-1.29, -1.52, 2.81], [-0.14, -0.20, 2.60], [-2.06, -1.94, 1.87], [-1.80, -1.31, 0.67], [-2.73, -1.41, -0.23], [-2.48, -0.66, -1.42], [-3.27, -0.72, -2.56], [-2.86, -0.05, -3.69], [-1.68, 0.67, -3.65], [-0.96, 0.72, -2.48], [-1.35, 0.08, -1.37], [-0.38, -1.92, 6.37], [-0.48, -0.40, 5.45], [0.75, -1.63, 5.03], [-3.62, -1.99, -0.04], [-4.18, -1.31, -2.55], [-3.45, -0.09, -4.60], [-1.31, 1.20, -4.52], [-0.03, 1.27, -2.40], [-1.01, -5.62, -1.48], [-0.02, -6.17, -0.73], [0.25, -7.35, -0.73], [0.76, -5.18, 0.09], [2.09, -5.42, 0.37], [2.81, -4.46, 1.07], [2.16, -3.29, 1.44], [0.87, -3.06, 1.19], [0.19, -4.00, 0.55], [-1.50, -6.25, -2.10], [-1.02, -4.63, -1.69], [2.55, -6.35, 0.04], [3.85, -4.60, 1.31], [2.70, -2.50, 1.94], [-0.86, -3.80, 0.40], [2.80, 0.98, -0.95], [1.97, 0.49, 0.59], [2.17, 1.30, 1.28], [2.52, -0.39, 0.93], [-1.33, 2.70, 4.08], [-0.03, 3.22, 2.80], [1.68, 2.79, 3.46], [-0.10, 5.10, 2.83], [-0.50, 2.34, 0.61], [0.67, 3.90, -0.77], [0.94, 3.49, -2.59], [2.33, 4.40, -0.04], [-0.39, 5.46, -0.84], [-2.80, 2.86, 0.42], [-3.39, 3.02, -1.36], [-3.27, 4.49, 1.26], [-3.84, 1.55, 1.28], [-0.97, 3.00, 5.07], [-1.54, 1.64, 4.09], [-2.27, 3.23, 3.90], [1.78, 3.25, 4.45], [2.46, 3.21, 2.82], [1.87, 1.72, 3.57], [0.07, 5.42, 3.87], [-1.07, 5.49, 2.53], [0.67, 5.57, 2.21], [1.61, 2.64, -2.76], [1.41, 4.37, -3.03], [0.00, 3.32, -3.11], [3.05, 3.59, -0.09], [2.24, 4.70, 1.01], [2.72, 5.25, -0.60], [-1.34, 5.29, -1.35], [0.16, 6.21, -1.42], [-0.60, 5.89, 0.14], [-2.75, 3.67, -1.96], [-4.40, 3.45, -1.37], [-3.45, 2.05, -1.86], [-2.76, 5.35, 0.85], [-3.09, 4.45, 2.33], [-4.35, 4.64, 1.11], [-3.60, 0.53, 0.97], [-4.90, 1.73, 1.08], [-3.69, 1.60, 2.36], [-0.57, -2.64, -2.02], [0.58, -2.25, -1.84], [0.95, -1.22, -1.14], [1.74, -3.04, -2.38], [1.50, -4.14, -3.19], [2.54, -4.93, -3.63], [3.83, -4.58, -3.26], [4.11, -3.47, -2.48], [3.05, -2.70, -2.04], [4.95, -5.42, -3.73], [6.06, -5.16, -3.31], [4.69, -6.37, -4.44], [0.48, -4.39, -3.45], [2.38, -5.80, -4.25], [5.13, -3.24, -2.23], [3.22, -1.82, -1.43]]
}



Going through the records in order, we get energy above the lowest of the compared OMol25 structures with the same formula, charge and spin values of 218.0, 41.2, 116.9, 0.0, 0.0 kcal/mol.